Below is 2 unconnected molecules or ions with the total composition C2H3N2O2, with properties calculated with ωB97M-V/def2-TZVPD.

```
9
Properties=species:S:1:pos:R:3:forces:R:3:nbo_charge:R:1
C -0.052 0.583 0.965 -0.2 -0.5 -2.2 0.22
C -1.381 -1.270 -3.009 0.3 0.3 0.7 0.45
N 0.437 0.990 2.042 2.5 0.8 2.7 0.28
N 0.541 -0.004 -0.067 0.8 -0.4 0.7 -0.68
O -1.732 -1.834 -3.904 -0.3 -0.3 -0.6 -0.44
O 1.058 1.715 2.710 -0.6 -0.1 -0.4 0.01
H -1.087 0.598 1.020 -2.2 0.1 -0.2 0.28
H 0.005 -0.751 -0.495 0.0 0.2 -0.4 0.45
H 1.549 -0.156 -0.014 -0.3 0.1 -0.3 0.43
```
Positions in Å, forces in eV/Å.

For the LUMO energy (spin up / spin down), the calculation gives -7.60 / -7.60 eV. Its spin multiplicity is 1. The gap between HOMO and LUMO (spin up / spin down) is 8.426 / 8.423 eV. For the relative energy (zero: lowest compared OMol25 entry of this formula, charge and spin), the calculation gives 98.0 kcal/mol. The calculated total energy is -337.58198 Ha. The calculation puts the molecular weight at 87.06 g mol⁻¹. As for the net charge: +1.